[1]
The following is a DFT calculation (wB97M-V/def2-TZVPD) of 2 unconnected molecules or ions with the total composition C5H11NO2.

XYZ file:
```
19
C5H11NO2 (wB97M-V/def2-TZVPD)
N 1.2167 -0.7895 2.9798
C 0.3807 -0.1756 2.0160
C -0.3729 -0.8186 1.1375
C -1.3655 -0.1351 0.2241
C -1.2079 -0.5547 -1.2463
C 0.2175 -0.6716 -1.6917
O 0.7306 0.0890 -2.4779
H 2.2050 -0.6129 2.8669
H 0.9988 -1.7468 3.2537
H 0.4062 0.8937 2.1006
H -0.3957 -1.9036 1.1036
H -2.3864 -0.2862 0.6025
H -1.2791 0.9464 0.3438
H -1.7969 -1.4582 -1.4055
H -1.6665 0.2167 -1.8497
H 0.7908 -1.5054 -1.2445
O 0.2770 2.5073 -0.7686
H 0.6312 2.0822 -1.5697
H 0.0513 3.3873 -1.1115
```

Computed properties:
energy relative to the best compared isomer or geometry (same formula, charge and spin) = 1.8114 eV
frontier orbital gap = 9.390 eV
highest occupied orbital energy = -8.43 eV
spin multiplicity = 1
structure (SMILES) = N/C=C/CCC=O.O
E = -402.31158 Eh

Here are the Mulliken charges for atoms 1 to 2, given in e:
1 N -0.501
2 C -0.052

[2]
The following is a DFT calculation (wB97M-V/def2-TZVPD) of C2H5NOS in the gas phase.

XYZ file:
```
10
C2H5NOS (wB97M-V/def2-TZVPD)
N -0.2893 0.9460 -1.4360
C -0.0828 0.4893 0.1380
C -0.1767 -0.9915 0.3846
O -0.6244 -1.9439 -0.1923
S 0.8757 -1.3525 1.8596
H -1.3482 0.9867 -1.8763
H 0.2322 0.0925 -1.9526
H 0.9641 0.8704 0.3540
H -0.8108 0.9881 0.8199
H 1.2601 -0.0850 1.9012
```

Computed properties:
energy relative to the best compared isomer or geometry (same formula, charge and spin) = 2.1077 eV
frontier orbital gap = 10.457 eV
highest occupied orbital energy = -9.81 eV
spin multiplicity = 1
structure (SMILES) = NCC(=O)S
E = -607.32936 Eh

Here are the Mulliken charges for atoms 1 to 2, given in e:
1 N -0.659
2 C -0.607

[3]
The following is a DFT calculation (wB97M-V/def2-TZVPD) of C3H3NS in the gas phase.

XYZ file:
```
8
C3H3NS (wB97M-V/def2-TZVPD)
C 1.2142 0.4374 0.1362
C 0.3680 -0.5741 -0.1208
C -1.5274 1.3235 -0.4300
N 2.0738 1.1234 0.4326
S -1.4377 0.0784 0.4811
H 0.7546 -0.6291 -1.2293
H 0.7686 -1.4799 0.1355
H -2.2204 2.0948 -0.3850
```

Computed properties:
energy relative to the best compared isomer or geometry (same formula, charge and spin) = 3.8173 eV
frontier orbital gap = 8.431 eV
highest occupied orbital energy = -8.91 eV
spin multiplicity = 1
E = -568.87730 Eh

Here are the Mulliken charges for atoms 1 to 2, given in e:
1 C 0.206
2 C -0.452

[4]
The following is a DFT calculation (wB97M-V/def2-TZVPD) of a molecular structure, C10H12F5NbO7PS.

XYZ file:
```
37
C10H12F5NbO7PS (wB97M-V/def2-TZVPD)
O -2.4618 -1.2032 0.7412
C -1.8972 -0.1585 0.4731
O -0.6384 0.0398 1.0490
Nb 0.9108 -0.8633 -0.0565
C 0.8430 -2.8051 1.1248
P 0.5945 -4.2398 -0.0497
O 0.6044 -5.5358 0.7072
O 1.7658 -4.3083 -1.2247
O -0.8671 -4.1203 -0.8421
S 2.5673 0.2185 1.6156
O 1.9744 0.2747 2.9739
O 3.7747 -0.6471 1.5975
C 2.9308 1.9569 0.9751
F 3.3834 1.7937 -0.3191
F 1.7037 2.5895 0.8732
C 3.9077 2.7998 1.8706
F 3.3396 3.1599 3.0573
F 5.0771 2.1661 2.1429
F 4.2166 3.9528 1.1557
C -2.6367 0.8571 -0.4307
C -2.6470 0.5691 -1.8685
C -3.3554 1.4546 -2.7977
C -4.0651 2.6392 -2.3195
C -4.0105 2.9386 -0.8827
C -3.3093 2.0667 0.0626
H 0.9684 0.6498 -1.0904
H 2.3099 -1.4624 -1.0345
H -0.3108 -1.5555 -1.2127
H 1.8675 -2.9596 1.5856
H 0.0832 -2.8063 1.9449
H 2.6401 -4.4413 -0.8186
H -1.3251 -3.3628 -0.4148
H -2.1215 -0.3203 -2.2859
H -3.3594 1.1954 -3.8837
H -4.6239 3.2927 -3.0276
H -4.5419 3.8511 -0.5337
H -3.2917 2.3236 1.1428
```

Computed properties:
charge = -1
frontier orbital gap = 6.694 eV
highest occupied orbital energy = -6.06 eV
spin multiplicity = 1
E = -2210.74264 Eh

Here are the Mulliken charges for atoms 1 to 2, given in e:
1 O -0.480
2 C -0.026

[5]
The following is a DFT calculation (wB97M-V/def2-TZVPD) of a molecular structure, C9H18CeNOP.

XYZ file:
```
31
C9H18CeNOP (wB97M-V/def2-TZVPD)
Ce -0.3550 -0.1314 0.0993
H 0.7986 2.9423 0.1280
H 0.7955 2.8783 -0.6255
P -0.5916 -0.5113 -2.5064
C 0.7181 -1.4402 -3.2632
H 0.4454 -1.6027 -4.3114
H 1.6658 -0.8879 -3.2075
H 0.8646 -2.4101 -2.7674
C -2.1289 -1.3713 -2.8664
H -2.9911 -0.8080 -2.4823
H -2.1922 -1.4636 -3.9529
H -2.1411 -2.3676 -2.4050
C -0.6813 1.0676 -3.3341
H 0.2749 1.6034 -3.2564
H -0.9035 0.8690 -4.3845
H -1.4686 1.7081 -2.9068
C 1.5325 -0.8146 -0.0105
O 2.7125 -1.1116 0.0262
H -1.9635 0.3123 -0.0494
H -0.7325 -1.9048 0.1213
C 0.8383 0.7032 4.9319
C 0.4856 1.7456 4.0977
C 0.1805 1.4770 2.7771
N 0.2259 0.2145 2.2966
C 0.5731 -0.8125 3.1081
C 0.8818 -0.5864 4.4412
H 1.0798 0.8975 5.9831
H 0.4409 2.7783 4.4691
H -0.1161 2.3010 2.0806
H 0.5966 -1.8416 2.6840
H 1.1550 -1.4322 5.0853
```

Computed properties:
charge = +1
⟨S²⟩ = 0.756
frontier orbital gap (spin up / spin down) = 6.748 / 7.831 eV
highest occupied orbital energy (spin up / spin down) = -11.21 / -12.09 eV
spin multiplicity = 2
E = -1299.65370 Eh

Here are the Mulliken charges for atoms 1 to 2, given in e:
1 Ce 0.824
2 H 0.036

[6]
The following is a DFT calculation (wB97M-V/def2-TZVPD) of C17H20N4O7 in the gas phase.

XYZ file:
```
48
C17H20N4O7 (wB97M-V/def2-TZVPD)
C 0.0572 -2.3203 2.4876
C 0.7764 -1.4632 3.5238
C 1.5015 -0.2635 2.8952
C 2.1779 0.6381 3.9489
C 3.1973 -0.0817 4.8225
N 0.6146 0.5397 2.0800
C 0.9575 0.5649 0.7847
O 0.3981 1.1125 -0.1385
N 2.1273 -0.1949 0.6633
C 2.8178 -0.3824 -0.5829
C 1.9306 -0.9248 -1.6935
O 2.1140 -0.7025 -2.8554
O 0.9544 -1.7172 -1.2258
C 0.1031 -2.2939 -2.2126
C -0.9192 -1.2893 -2.7644
O -1.2664 -1.2875 -3.9179
N -1.3873 -0.4777 -1.7767
C -2.1443 0.6688 -1.8734
C -2.5520 1.1863 -3.1059
C -3.2524 2.3716 -3.1794
C -3.5602 3.0934 -2.0306
C -3.1654 2.6087 -0.8055
C -2.4785 1.3972 -0.7117
N -2.1243 0.9564 0.5865
O -2.0721 1.7664 1.4914
O -1.9091 -0.2374 0.7706
C 2.5130 -0.7408 1.8567
O 3.4732 -1.4500 2.0165
H -0.6961 -1.7452 1.9560
H -0.4360 -3.1540 2.9808
H 0.7648 -2.7207 1.7646
H 0.0608 -1.0908 4.2597
H 1.5226 -2.0695 4.0370
H 2.6692 1.4577 3.4182
H 1.3917 1.0706 4.5725
H 3.7535 0.6463 5.4077
H 3.8978 -0.6400 4.2078
H 2.7107 -0.7680 5.5098
H -0.2276 0.9745 2.4284
H 3.6267 -1.0980 -0.3950
H 3.2478 0.5604 -0.9371
H 0.6949 -2.6716 -3.0519
H -0.4177 -3.1157 -1.7154
H -1.0702 -0.6905 -0.8315
H -2.3013 0.6409 -4.0006
H -3.5588 2.7439 -4.1450
H -4.1028 4.0227 -2.0976
H -3.3878 3.1400 0.1076
```

Computed properties:
energy relative to the best compared isomer or geometry (same formula, charge and spin) = 0.0000 eV
frontier orbital gap = 8.227 eV
highest occupied orbital energy = -9.04 eV
spin multiplicity = 1
structure (SMILES) = CCC1(CC)NC(=O)N(CC(=O)OCC(=O)Nc2ccccc2[N+](=O)[O-])C1=O
E = -1405.53554 Eh

Here are the Mulliken charges for atoms 1 to 2, given in e:
1 C -1.024
2 C -0.875

[7]
The following is a DFT calculation (wB97M-V/def2-TZVPD) of C6H10O2 in the gas phase.

XYZ file:
```
18
C6H10O2 (wB97M-V/def2-TZVPD)
C 2.1695 -0.4716 2.2731
C 1.3328 -0.1862 1.2833
C -0.0531 -0.8072 1.2043
C -0.6225 -0.7421 -0.2055
C -0.9837 0.6504 -0.6829
C -0.7964 0.8326 -2.1603
O 0.1187 0.4249 -2.8194
O -1.8081 1.5577 -2.6947
H 3.1759 -0.0926 2.3280
H 1.8054 -1.1210 3.0564
H 1.6119 0.4453 0.4421
H -0.7167 -0.3186 1.9172
H 0.0136 -1.8666 1.4515
H -1.5049 -1.3810 -0.2898
H 0.1402 -1.1420 -0.8801
H -0.3373 1.4199 -0.2451
H -1.9698 0.9946 -0.3783
H -1.5754 1.8034 -3.5999
```

Computed properties:
energy relative to the best compared isomer or geometry (same formula, charge and spin) = 0.2452 eV
frontier orbital gap = 10.518 eV
highest occupied orbital energy = -9.73 eV
spin multiplicity = 1
structure (SMILES) = C=CCCCC(=O)O
E = -385.09338 Eh

Here are the Mulliken charges for atoms 1 to 2, given in e:
1 C -0.837
2 C -0.008

[8]
The following is a DFT calculation (wB97M-V/def2-TZVPD) of C4H8O2 in the gas phase.

XYZ file:
```
14
C4H8O2 (wB97M-V/def2-TZVPD)
C 0.0609 0.3085 1.3697
C 1.1140 0.7361 0.3517
O 0.5034 1.0037 -0.8940
C -0.0888 -0.2008 -1.3587
C -1.1090 -0.7363 -0.3604
O -0.5130 -0.9103 0.9122
H 0.5598 0.0983 2.3158
H -0.7593 1.0250 1.5599
H 1.8541 1.4899 0.6089
H 1.8376 -0.1011 0.2912
H -0.5520 -0.0071 -2.3319
H 0.7135 -0.9432 -1.4819
H -1.9699 -0.0507 -0.2908
H -1.4787 -1.7189 -0.6760
```

Computed properties:
energy relative to the best compared isomer or geometry (same formula, charge and spin) = 1.7193 eV
frontier orbital gap = 10.516 eV
highest occupied orbital energy = -9.40 eV
spin multiplicity = 1
structure (SMILES) = C1COCCO1
E = -307.64925 Eh

Here are the Mulliken charges for atoms 1 to 2, given in e:
1 C -0.384
2 C -0.508

Number 1: largest force on an atom 1.2 eV Å⁻¹. Number 2: largest force on an atom 4.0 eV Å⁻¹. Number 3: largest force on an atom 4.6 eV Å⁻¹. Number 4: largest force on an atom 3.1 eV Å⁻¹. Number 5: largest force on an atom 13.3 eV Å⁻¹. Number 6: largest force on an atom 1.5 eV Å⁻¹. Number 7: largest force on an atom 0.7 eV Å⁻¹. Number 8: largest force on an atom 1.3 eV Å⁻¹.